Formula: C72H152N8O8
Source: the OMol25 dataset
Level of theory: the ωB97M-V functional and the def2-TZVPD basis

```
240
Properties=species:S:1:pos:R:3:forces:R:3
H 22.941770 -13.237770 0.313290 0.4606 0.2274 0.1140
H 10.748090 -18.638250 -9.557970 0.3692 -0.7151 0.0948
H 21.807840 -22.785230 -6.307080 0.4414 0.0371 0.1588
H 33.704590 -21.104890 -2.045760 -0.7694 -0.0505 -0.1685
C 9.586950 -12.837050 -1.394440 -2.2664 -1.8399 0.0999
H 7.379470 -22.858230 -5.491350 -0.5879 0.2382 0.2090
H 27.875350 -29.173700 -9.626500 -0.3067 0.0770 -0.0418
H 23.562620 -13.521480 -3.320360 0.2154 -0.2368 -0.4351
C 8.052500 -13.272890 -1.332690 -0.1286 -0.1717 -0.7078
H 20.758470 -13.009380 -1.768270 -0.0637 -0.0138 0.1267
H 19.569230 -24.148640 -2.771460 -0.1486 0.5514 -0.2326
H 33.832090 -19.412840 -1.618810 -0.3080 0.0535 0.2900
H 27.885800 -31.290090 -5.263980 -0.2382 0.5941 0.0107
H 8.771300 -20.986600 -10.761870 -0.5114 -0.0865 0.5659
C 23.710370 -22.773430 7.137690 1.0021 -0.2474 -0.0060
H 24.722040 -19.693160 6.207000 0.1836 0.1201 -0.1792
C 10.407000 -14.180750 -1.435470 0.5970 1.5809 0.2611
H 26.422320 -21.165210 5.667750 0.1298 -0.1936 -0.0861
H 6.356250 -21.513140 -6.288690 -0.2903 -0.9001 -0.3805
H 23.224970 -10.272960 -4.110440 0.1894 0.6525 0.0437
H 23.773570 -19.879510 7.600290 -0.4265 -0.2047 0.1820
H 35.129260 -23.942810 -0.068790 -0.1543 -0.1088 1.1328
C 9.930810 -18.953050 -8.909080 -1.3578 -0.0213 -0.5375
C 20.142740 -20.459340 -2.914300 0.7475 -1.3865 -1.2323
H 6.917150 -22.634360 -8.670400 -0.6493 -0.4857 0.0395
H 31.339690 -26.259860 -8.189790 -0.7782 -0.0440 -0.8828
H 27.887370 -27.816220 -8.530010 0.2114 0.0621 0.2821
H 10.254260 -12.649860 0.747020 0.2489 -0.4510 -0.3922
C 33.024750 -20.722980 0.029160 -0.4681 1.7692 0.0756
C 24.634520 -23.706120 9.234500 0.4214 -0.5726 -2.7068
H 29.249300 -31.777270 -6.142800 0.4541 -0.0549 0.0427
H 18.276250 -30.159770 -16.321750 -0.1126 0.1424 -0.2339
H 32.500500 -19.654320 1.860310 -0.5447 0.2338 -0.2188
N 9.665010 -12.117670 -2.688780 -0.1873 -0.3869 0.8760
N 19.624520 -22.064710 -4.763260 3.7662 1.2086 1.0833
C 24.045630 -20.402690 6.683580 1.1343 1.6228 0.4775
C 32.979840 -19.412800 0.911610 0.4599 -0.3890 -0.3624
H 19.931240 -24.750870 -12.860700 -0.2303 -0.4420 0.1836
H 8.882730 -11.745660 0.313790 0.1132 0.4556 -0.1361
H 32.831160 -28.291620 -7.635670 0.4713 -0.7181 0.0304
H 25.327020 -22.387030 4.946220 -0.7374 0.7654 -0.1333
H 25.190190 -13.359180 -2.661030 0.0577 0.2592 -0.0324
H 24.241110 -11.243800 0.133050 0.2437 -0.1635 0.1184
C 25.767030 -22.012350 5.870400 0.6037 -0.7446 -0.0464
C 9.586750 -21.296780 -10.108470 0.9532 1.7085 0.1795
H 9.617800 -22.381280 -10.003680 -0.0814 0.3188 0.1234
H 26.941140 -24.303930 8.098920 -0.4114 0.0277 -0.0748
C 24.356000 -9.924610 -1.504910 1.0625 0.1366 0.1573
C 10.957630 -20.967260 -8.017170 0.3712 -1.0859 0.8690
H 27.186020 -30.059890 -7.311830 -0.2420 0.4504 -0.1815
H 21.412710 -27.159950 -13.000800 0.0373 0.1479 0.1885
C 21.541210 -23.595230 -5.628180 -1.4393 0.4319 0.0300
O 26.519440 -20.552620 8.355870 0.1625 -0.8906 -0.5134
C 31.575520 -23.312720 0.173250 0.7961 0.1688 -1.4735
H 26.782640 -21.596360 10.739220 0.0305 0.2041 0.5521
C 28.208470 -29.843090 -7.621180 0.4085 0.1617 0.6314
H 20.896140 -29.819250 -16.194040 -0.4222 -0.0988 -0.2666
H 21.869810 -26.448380 -14.498690 -0.0037 -0.1602 -0.4672
C 33.082410 -23.260640 0.689070 0.3285 2.1848 -0.2263
C 18.309410 -20.025090 -4.506700 -0.8471 -0.6922 -0.0747
H 26.051900 -19.753550 8.609860 -0.2500 -0.0084 0.2004
H 18.969720 -19.268200 -4.930020 0.2631 -0.2657 0.0476
H 23.317530 -24.726930 7.848050 0.1520 -0.2853 -0.1061
H 19.810730 -10.739420 -2.466320 0.1797 0.4518 -0.7802
C 33.084770 -24.038120 2.010910 -0.7841 -1.0303 -0.1457
H 34.953660 -20.656890 -1.121080 0.1976 0.3580 0.9028
C 11.868520 -13.880280 -1.914150 -1.6199 -1.4508 -1.3437
O 18.738190 -22.670640 -5.564700 -2.0880 -1.2463 -1.3939
H 9.454320 -10.332420 -2.010600 0.0694 0.4872 0.2860
O 21.363810 -12.748610 -2.466250 0.4241 0.2810 -0.4330
H 24.496510 -13.882270 -0.470750 0.0048 0.1885 0.6358
H 20.435910 -8.990320 -2.250310 -0.6513 -0.1639 -0.2351
H 9.653210 -23.690570 -6.369030 -0.4878 0.1416 0.2574
C 28.909380 -30.982830 -5.478400 0.4654 0.4549 -0.9757
H 18.163130 -27.767260 -17.952160 -0.1388 -0.3121 0.0810
H 23.028890 -8.428860 -1.942790 -0.9587 -0.0192 -0.1939
H 32.252050 -23.850970 2.688900 0.1643 1.1639 0.1376
H 24.398440 -12.016360 -3.606250 0.3372 -0.0027 0.1239
N 25.530770 -21.583620 8.308120 -1.6916 1.3521 0.4658
H 11.760440 -20.894180 -8.750830 0.3110 0.5288 0.3947
C 22.012660 -10.404230 -2.305350 -1.2152 -0.2389 -0.9174
H 11.425060 -9.844080 -3.176100 0.0018 0.0460 0.0795
C 24.164770 -24.042690 7.802310 0.1145 0.8604 0.8217
O 8.914420 -10.870520 -2.594170 0.9711 -1.3111 -0.3479
O 17.956790 -26.267180 -15.757600 0.1995 -0.7708 0.0126
H 22.617050 -9.474210 -0.534260 -0.2363 0.5509 0.2415
H 21.801910 -9.116470 -4.026480 0.4524 0.0994 0.0196
H 28.316670 -27.520100 -5.842150 0.2783 -0.0251 -0.1303
H 30.019610 -27.892220 -9.815470 0.2299 0.0515 0.0869
N 30.371910 -29.226390 -6.651120 -1.4372 -1.2672 -0.8740
C 21.339300 -28.560220 -14.551060 -0.2160 -0.5407 -1.1001
H 21.473000 -28.260840 -16.677330 -0.1584 0.3054 -0.1007
C 10.577380 -11.754810 -4.836150 1.0300 0.4747 -1.1581
H 32.726860 -25.031520 1.740430 0.5574 -0.5364 -0.3321
C 28.212820 -28.530810 -5.447460 0.0807 -0.0015 -0.0591
H 17.613930 -19.523020 -3.834150 0.0758 0.0617 0.1473
N 33.480610 -21.790120 0.904850 -3.3677 -1.9680 -0.0153
H 27.574830 -23.862170 9.640740 0.1094 -0.1248 0.1105
H 23.741010 -23.333800 9.735620 0.3787 0.0188 0.5372
H 7.347380 -19.521960 -7.863210 -0.9270 0.4425 -0.3827
C 34.071390 -23.896080 -0.327300 -0.3121 -0.0871 0.3561
H 19.864690 -27.462310 -18.183070 0.2158 0.1598 0.3837
C 30.694890 -26.852830 -7.541160 0.9040 -0.4938 1.5246
H 10.429740 -10.714140 -5.124780 -0.7675 0.0156 0.2846
C 19.720910 -26.591930 -14.171920 -0.1279 0.6255 1.3752
C 19.016550 -21.184190 -3.772040 0.3844 2.0342 1.8676
C 20.793840 -28.754870 -15.982530 0.9679 0.1186 1.2067
H 32.545530 -18.590220 0.343420 -0.6513 -0.1550 0.1638
H 30.157550 -22.507550 -1.223930 0.0204 0.3031 -0.1470
H 20.806920 -29.254680 -13.901130 0.1353 -0.0702 0.2127
C 23.550200 -12.348250 -1.626560 1.9046 -0.1153 1.4896
H 26.010600 -23.008190 11.461410 0.0487 -0.3440 -0.4299
H 7.849200 -14.153020 -0.722650 0.2844 0.2242 0.6195
H 9.788080 -12.435330 -5.155510 -0.2790 0.3833 0.2828
H 11.061680 -20.357620 -7.119610 0.5855 0.3756 -0.1217
H 32.269220 -28.455550 -9.299080 0.0413 0.2829 0.0003
C 20.524510 -10.050750 -2.014260 0.8843 -0.2502 0.9914
H 27.140440 -28.723500 -5.478890 -0.0655 -0.3123 -0.1295
H 17.579770 -21.187800 -1.994530 0.1751 0.6512 -0.3874
H 19.017260 -22.424400 -6.449630 -0.2372 0.0251 -0.2343
H 9.799170 -14.882510 -2.006580 0.6618 -0.1267 -0.5808
C 25.826290 -22.691670 9.181510 -0.5982 -0.8975 1.6008
H 17.693790 -20.433190 -5.308300 -0.0406 0.0564 -0.1140
H 33.698230 -24.914790 -0.432650 0.3034 -0.0837 -0.8028
C 11.745600 -13.334920 -3.374670 0.0619 1.2473 2.4760
H 11.410800 -12.014280 -5.488980 0.4358 -0.2017 0.0833
C 19.805970 -25.003450 -13.913620 -0.0741 -0.8487 -0.5372
H 20.960060 -24.300380 -6.222430 -0.3758 0.0597 0.0378
H 31.374190 -24.332570 -0.154570 0.0671 -0.2524 0.2778
H 9.067410 -18.525200 -9.418560 -0.2629 -0.0407 0.0400
C 8.310760 -22.084520 -7.236740 0.8910 -1.6764 0.3916
H 27.923830 -22.902580 8.244370 -0.4132 0.6883 0.1202
H 9.955250 -21.993070 -5.802440 -0.3953 -0.3006 0.6177
H 17.312200 -22.409820 -3.195040 0.1359 -0.4969 0.1963
H 31.798300 -22.513850 -1.918880 0.0137 -0.3663 0.0167
H 18.924220 -24.477250 -14.279320 -0.1590 -0.2604 0.1135
C 10.953980 -11.962860 -3.382730 -0.0159 -0.3079 -0.0386
H 25.549860 -11.501270 -1.115010 -0.0864 -0.9451 0.5335
H 18.723880 -28.266590 -13.141610 -0.1121 0.0514 0.1355
H 18.215110 -25.737670 -16.515560 -0.3513 0.2930 -0.0930
C 33.893110 -20.423800 -1.215910 0.7551 -1.0086 -0.6446
C 18.097930 -21.847670 -2.690360 0.1139 -0.2066 -0.7760
H 7.631060 -13.572040 -2.292380 0.7559 -0.1759 -0.5301
H 20.291500 -10.181220 -0.957470 0.3386 0.2313 0.3391
H 17.833610 -26.723130 -13.016890 -0.0626 -0.1087 -0.1690
C 18.818850 -27.189290 -13.005670 0.5890 0.4059 -0.8845
H 28.529360 -30.799370 -8.034290 0.3877 -0.0298 -0.1399
H 22.406520 -23.095280 -3.135650 0.3785 0.2495 -0.0322
H 24.973780 -24.697050 9.536270 0.1664 0.3807 1.2058
H 20.670360 -19.764460 -3.567650 0.1282 -0.0245 -0.2851
H 30.711400 -20.637090 0.168780 0.5166 -0.0742 0.8759
H 7.340560 -24.084070 -7.666620 0.1610 0.1619 -0.0286
C 24.825990 -21.672510 7.027940 -1.1457 -1.4877 -0.8740
H 22.385790 -24.200240 -5.298420 0.2102 0.4988 0.2001
H 18.739120 -22.440990 -2.038490 -0.3711 -0.4334 -0.2422
C 21.173220 -27.165330 -14.064140 -0.9248 1.1058 0.8564
C 22.195150 -10.106260 -3.794560 0.1403 -1.2574 -0.7502
H 32.114590 -29.881770 -8.335620 0.5158 0.0359 0.4818
H 29.711270 -26.457500 -7.287580 -0.0080 0.1538 -0.6685
H 12.775420 -13.166370 -3.689570 -0.1897 0.2260 -0.6183
H 24.973580 -24.454030 7.198390 -0.0140 -0.3980 0.1272
H 22.877760 -22.356710 7.704430 -0.2799 -0.0005 -0.3339
H 21.974600 -20.929200 -1.903930 0.2873 0.0379 -0.0889
C 9.715000 -20.486540 -8.703390 -0.0017 -1.3365 -2.3698
C 29.007880 -29.607530 -6.266320 -1.5650 0.4335 -0.5510
C 25.883240 -22.212040 10.727910 1.3959 0.4940 -1.6331
C 19.157340 -28.128800 -17.689590 -0.0735 0.0289 0.6995
H 10.443080 -14.590130 -0.425910 -0.1844 0.1239 0.1117
H 12.434700 -13.294070 -1.190340 -0.2700 0.5219 -0.2139
C 31.538420 -20.949400 -0.468870 -0.4721 -0.4646 -1.3514
H 10.503220 -11.235490 -0.238380 -0.0650 0.1605 0.2058
C 18.356720 -29.316850 -15.635380 0.0013 -0.1706 0.4576
C 21.190400 -21.492150 -2.410100 -1.0214 1.3759 1.4418
C 11.799790 -10.794310 -2.795640 -0.1415 -0.6955 -0.8235
H 23.471820 -23.150980 6.143380 -0.6330 1.0191 -0.2997
H 21.659750 -10.793120 -4.450050 -0.4130 -0.1950 0.2329
H 24.872030 -9.830890 -2.460440 -0.0228 -0.1248 -0.2075
H 20.957240 -24.848670 -3.443850 0.0446 -0.5900 0.0078
H 30.159930 -29.626230 -9.542240 0.0905 -0.1068 0.1284
H 34.209030 -23.316370 -1.240020 -1.0413 -0.2073 -0.3824
O 34.743110 -21.654370 1.407720 1.3060 0.1345 -0.1421
C 24.269350 -12.818420 -2.879520 -1.1794 -0.6233 -0.4546
H 12.813000 -10.931010 -3.173550 0.1528 0.2691 0.2338
C 32.105540 -28.793450 -8.275790 0.2123 0.5487 0.0287
H 28.447270 -28.489260 -4.383790 0.4295 -0.1098 -0.0388
H 19.341190 -29.122150 -18.098950 -0.2885 -0.0004 -0.2043
H 20.655640 -24.503860 -14.378980 0.1733 -0.4084 -0.4383
C 24.495410 -11.300630 -0.925340 -1.1417 0.0596 -0.9461
H 19.251470 -26.985880 -12.026090 0.1527 -0.0182 -0.0324
H 12.431130 -14.809480 -2.004520 -0.0195 -0.2388 0.1943
H 22.400970 -28.807010 -14.558090 -0.0002 -0.2544 0.1835
H 22.276830 -21.601020 -4.159830 0.4178 -0.2562 -0.1708
C 7.337140 -21.909320 -6.026020 1.0482 0.9275 -0.8267
H 31.313860 -20.377190 -1.369020 0.7376 0.9296 0.0798
N 19.192840 -26.909800 -15.496670 1.7256 -0.1931 -0.5121
C 10.920550 -22.423950 -7.534880 -0.7851 0.3610 -0.9093
O 7.405860 -20.256770 -8.478210 -0.4047 0.2625 0.2366
C 21.756010 -22.305410 -3.511220 -0.6498 -0.6051 -0.8735
H 10.442590 -20.996620 -10.713070 0.4139 -0.1953 -0.0084
H 29.448870 -31.031220 -4.532510 0.1376 0.2624 -0.0827
H 26.351570 -22.903810 6.097780 0.4931 0.2151 0.5270
C 23.480600 -13.507330 -0.595060 -0.3185 -0.4251 -1.3480
O 31.215390 -29.141870 -5.536500 0.1756 0.5771 0.0590
C 22.954420 -9.450590 -1.570460 -0.4082 -0.5445 1.2043
C 20.077080 -24.271900 -3.728010 1.4173 -0.4935 0.7524
H 10.031930 -18.391830 -7.980150 0.0544 -0.3559 0.2686
H 34.612430 -21.530380 2.350670 0.0711 0.1115 0.1735
C 27.119560 -23.443150 8.743380 0.2377 -0.5355 0.9179
H 11.254890 -14.078220 -4.003010 0.0038 0.0870 0.0393
H 7.341890 -12.476230 -1.112580 0.4309 0.2563 0.6832
H 20.774340 -22.084580 -1.595210 -0.2102 -0.3213 -0.1038
H 33.936580 -18.979610 1.203340 0.5199 -0.5673 -0.2314
C 29.858910 -28.684170 -9.083960 -1.0711 0.2907 1.4636
H 18.647810 -29.776830 -14.691050 0.2015 0.1687 0.1565
H 34.000650 -24.184720 2.583430 0.1611 0.4050 -0.3358
H 19.464420 -24.923800 -4.350720 0.0183 0.4506 -0.2859
H 25.047060 -21.603170 11.071660 -0.1958 -0.0352 -0.5515
H 30.828040 -23.035640 0.916630 0.4468 -0.1980 0.5760
C 30.724100 -28.377450 -7.811570 -0.2294 0.2556 -1.0534
H 19.740350 -19.811990 -2.135120 -0.3440 -0.4534 0.1589
C 31.216010 -22.358350 -1.010660 1.4496 -0.2694 1.9204
C 9.837670 -12.085370 -0.087190 0.1221 0.9056 0.1794
H 22.946720 -14.361170 -1.012210 -0.2058 -0.0549 -0.1882
H 17.375110 -28.875930 -15.461790 -0.0253 0.0419 -0.2613
H 11.791710 -10.773510 -1.705870 0.1943 -0.1085 -0.1065
C 9.692580 -22.636150 -6.642410 -0.0509 1.3338 -0.8561
H 24.917570 -9.308010 -0.803100 0.0485 0.5245 -0.1909
H 7.690440 -21.076280 -5.418290 0.5651 -0.2756 0.4063
H 23.180720 -20.425610 6.020620 0.0331 -0.7984 0.1272
N 22.225200 -11.816660 -1.837320 -0.0431 1.7104 0.7409
C 19.364740 -28.275420 -16.138440 -0.9174 1.0627 -0.9455
N 8.560150 -20.794230 -7.904100 0.7765 -0.1713 1.7624
C 7.710360 -23.192480 -8.172990 0.1171 1.9788 -0.5569
C 28.366640 -28.772390 -8.740110 0.1316 -1.2044 0.2753
C 20.722650 -23.032760 -4.404040 -1.2331 -0.2575 0.3972
H 10.918490 -23.012890 -8.452080 -0.0649 -0.5533 0.1951
H 31.277320 -26.686390 -6.634970 -0.0999 -0.2765 0.5997
H 8.378810 -23.386330 -9.011850 0.1589 -0.6267 0.4345
H 11.813270 -22.678280 -6.963520 0.0834 0.0489 -0.1067
H 31.440660 -30.066720 -5.411960 0.4152 -0.0464 0.1650
```
Positions in Å, forces in eV/Å.

The molar mass comes out at 1258.06 g mol⁻¹. Its net charge is 0. As for the total energy: -105414.5312 eV. The largest force on an atom comes out at 4.10 eV/Å. As for the HOMO-LUMO gap: 8.413 eV. Its HOMO energy is -7.9 eV. The calculation puts the relative energy (zero: lowest compared OMol25 entry of this formula, charge and spin) at 752.2 kJ/mol. The spin multiplicity is 1. Its structure (SMILES) is CC1(C)CCCC(C)(C)N1O.CC1(C)CCCC(C)(C)N1O.CC1(C)CCCC(C)(C)N1O.CC1(C)CCCC(C)(C)N1O.CC1(C)CCCC(C)(C)N1O.CC1(C)CCCC(C)(C)N1O.CC1(C)CCCC(C)(C)N1O.CC1(C)CCCC(C)(C)N1O.

Löwdin population analysis, charges in e, atoms 1 to 4: 0.085 0.083 0.082 0.063